No. 1
Molecular formula: C31H51CsN8O5S2SeSi
Method: DFT, ωB97M-V/def2-TZVPD

Each line ends with the Mulliken charge.
Geometry (Å):
Cs  -0.365  0.581  -0.683  1.034
C  -3.782  3.481  -1.949  -1.450
C  -2.938  2.237  -2.242  0.611
O  -2.759  1.447  -1.258  -0.770
C  -2.474  2.079  -3.533  -1.012
C  -1.658  1.008  -4.046  0.579
C  -1.514  0.901  -5.548  -1.346
N  -1.053  0.181  -3.260  0.872
N  -0.400  -0.898  -3.868  -0.290
C  0.635  -1.316  -3.181  -0.392
O  1.188  -0.808  -2.156  -0.872
C  1.206  -2.620  -3.684  0.297
C  0.817  -3.180  -4.901  -0.252
C  1.345  -4.389  -5.320  -0.689
C  2.262  -5.066  -4.527  -0.304
C  2.652  -4.519  -3.313  -0.660
C  2.132  -3.303  -2.899  -0.214
H  -3.805  3.626  -0.872  0.024
H  -4.808  3.338  -2.295  0.386
H  -3.382  4.371  -2.435  0.386
H  -2.758  2.848  -4.242  0.156
H  -2.085  1.677  -6.056  0.384
H  -1.852  -0.082  -5.882  0.250
H  -0.463  0.974  -5.831  0.245
H  0.094  -2.645  -5.500  0.430
H  1.039  -4.810  -6.272  0.365
H  2.669  -6.016  -4.855  0.357
H  3.362  -5.040  -2.683  0.423
H  2.423  -2.858  -1.957  0.337
N  0.040  4.694  1.385  -0.696
C  -1.062  4.473  1.651  0.537
N  -2.357  4.280  1.828  0.161
C  -2.852  3.566  2.999  -0.013
C  -3.225  4.566  4.086  -0.534
O  -4.151  5.539  3.610  -0.409
C  -3.613  6.256  2.515  -0.612
C  -3.263  5.321  1.359  -0.729
H  -2.086  2.863  3.337  0.066
H  -3.735  3.002  2.684  0.149
H  -2.321  5.073  4.452  0.335
H  -3.709  4.066  4.924  0.343
H  -2.709  6.799  2.835  0.334
H  -4.370  6.982  2.216  0.352
H  -2.797  5.862  0.535  0.538
H  -4.169  4.834  0.985  0.249
C  1.284  0.015  4.889  -0.780
S  0.383  0.694  3.482  0.939
C  -0.866  -0.578  3.371  -0.516
O  -0.294  1.922  4.028  -0.897
H  0.588  -0.134  5.714  0.386
H  2.036  0.749  5.175  0.335
H  1.745  -0.905  4.537  -0.058
H  -0.351  -1.479  3.047  0.093
H  -1.598  -0.269  2.628  -0.096
H  -1.353  -0.696  4.338  0.422
C  3.656  4.254  1.228  -0.662
N  3.652  2.859  0.856  0.250
C  3.034  1.864  1.576  -1.263
C  3.172  0.710  0.881  -0.804
N  3.864  1.024  -0.267  0.447
C  4.216  0.058  -1.287  -0.527
C  4.172  2.335  -0.273  0.051
Se  5.175  3.246  -1.538  -0.468
H  4.154  4.380  2.190  0.286
H  2.630  4.615  1.288  0.251
H  4.201  4.801  0.461  0.211
H  2.543  2.075  2.504  0.674
H  2.803  -0.282  1.109  0.999
H  4.816  -0.734  -0.840  0.241
H  4.794  0.574  -2.050  0.214
H  3.304  -0.363  -1.717  0.080
C  -2.302  -3.964  0.451  -1.186
N  -2.932  -3.117  -0.526  0.093
C  -2.429  -3.094  -1.893  -0.143
C  -3.286  -1.992  -2.515  -0.058
N  -3.712  -1.221  -1.355  0.077
C  -3.482  -1.913  -0.218  0.062
S  -3.817  -1.365  1.319  -0.426
H  -1.249  -3.689  0.589  0.477
H  -2.354  -5.004  0.121  0.274
H  -2.817  -3.848  1.402  0.331
H  -2.568  -4.064  -2.373  0.344
H  -1.359  -2.846  -1.910  -0.041
H  -4.163  -2.418  -3.019  0.263
H  -2.724  -1.372  -3.209  -0.250
H  -3.545  -0.204  -1.332  0.082
C  3.570  -3.439  3.996  -1.292
Si  2.643  -3.022  2.377  0.402
C  1.551  -4.549  2.040  -1.070
C  3.986  -3.050  1.020  -0.469
O  1.851  -1.664  2.447  -0.247
H  4.206  -4.321  3.888  0.334
H  2.870  -3.630  4.812  0.275
H  4.205  -2.602  4.291  0.284
H  2.120  -5.481  2.102  0.358
H  1.111  -4.495  1.043  0.184
H  0.734  -4.601  2.761  0.272
H  4.294  -4.066  0.761  0.435
H  4.878  -2.503  1.333  0.286
H  3.608  -2.576  0.114  -0.417

Output
HOMO = -1.85 eV
Total charge = -2
F_max = 0.0502 Eh/bohr
2S+1 = 1


No. 2
Molecular formula: C15H20N2O6
Method: DFT, ωB97M-V/def2-TZVPD

Each line ends with the Mulliken charge.
Geometry (Å):
C  4.082  -4.763  -2.983  -0.842
H  3.363  -5.028  -3.810  0.325
H  4.131  -5.507  -2.346  0.396
H  5.012  -4.315  -3.499  0.222
O  3.585  -3.496  -2.524  -0.259
C  2.428  -3.951  -1.773  0.157
O  1.982  -5.087  -1.685  -0.581
C  1.719  -2.737  -1.255  0.293
C  2.341  -1.534  -1.281  -0.211
C  1.792  -0.360  -0.514  -0.215
C  0.432  -0.716  0.169  1.078
N  -0.021  0.394  0.704  0.058
C  -1.137  0.676  1.440  -0.109
C  -2.521  0.426  0.584  0.280
O  -3.592  0.576  0.794  -0.405
O  -1.971  0.258  -0.630  -0.136
C  -2.974  0.369  -1.614  -0.886
H  -3.768  -0.488  -1.327  0.285
H  -3.727  1.281  -1.825  0.268
H  -2.617  -0.122  -2.530  0.332
C  -1.347  1.721  2.365  -0.531
H  -0.697  1.330  3.410  0.263
H  -2.473  1.653  2.859  0.121
C  -0.973  2.947  2.006  0.553
C  -1.407  4.140  2.720  -1.715
H  -2.349  4.245  3.247  0.342
H  -0.512  4.037  3.870  0.202
H  -1.080  5.072  2.566  0.522
C  -1.720  3.344  0.705  -1.158
H  -1.513  2.805  -0.121  0.499
H  -2.982  3.269  0.779  0.200
H  -1.615  4.493  0.211  0.310
H  0.019  3.100  1.644  0.271
H  -1.251  -0.323  2.120  0.223
H  0.562  1.392  0.713  0.336
C  -0.219  -1.937  0.237  -1.236
C  0.483  -2.817  -0.579  -0.501
H  0.098  -3.985  -0.178  0.158
H  -0.996  -2.017  0.727  0.959
N  2.448  0.620  -0.620  1.185
O  3.530  0.887  -1.128  -0.762
O  2.083  1.579  0.069  -0.845
H  3.369  -1.432  -1.715  0.557

Output
HOMO = -8.71 eV
Energy above the lowest of the compared OMol25 structures with the same formula, charge and spin = 406.59 kcal/mol
F_max = 0.3761 Eh/bohr
2S+1 = 1


No. 3
Molecular formula: C4H13N2S
Method: DFT, ωB97M-V/def2-TZVPD

Each line ends with the Mulliken charge.
Geometry (Å):
C  2.987  1.337  -0.137  -0.996
N  0.353  -1.022  -0.891  -0.349
C  -0.777  -0.894  -0.103  -0.403
C  -1.650  0.243  -0.790  -0.679
S  -3.097  0.575  0.193  -0.106
C  3.271  -0.002  0.537  -0.255
N  2.078  -0.627  1.027  -0.435
H  3.566  2.091  0.380  0.323
H  3.186  1.396  -1.195  0.325
H  0.258  -1.884  -1.447  0.261
H  -0.475  -0.520  0.885  0.373
H  -1.348  -1.809  -0.011  0.436
H  -1.052  1.135  -0.879  0.335
H  -1.882  -0.066  -1.811  0.417
H  -4.009  0.277  -0.743  0.193
H  3.914  0.166  1.403  0.381
H  3.839  -0.649  -0.133  0.288
H  2.260  -1.462  1.579  0.247
H  1.403  -0.848  0.256  0.381
H  1.947  1.608  0.000  0.263

Output
HOMO = -13.35 eV
Energy above the lowest of the compared OMol25 structures with the same formula, charge and spin = 134.01 kcal/mol
Total charge = +1
F_max = 0.0290 Eh/bohr
2S+1 = 1


No. 4
Molecular formula: C11H17Br9Cl8O2
Method: DFT, ωB97M-V/def2-TZVPD

Each line ends with the Mulliken charge.
Geometry (Å):
O  4.799  -0.211  1.229  -0.604
C  3.741  0.084  1.726  0.586
O  3.557  0.292  3.043  -0.394
C  2.219  0.744  3.354  -0.783
C  1.388  0.412  2.118  -0.130
C  2.442  0.318  1.011  -0.453
H  2.130  1.828  3.422  0.267
H  1.789  0.199  4.194  0.351
H  0.683  1.223  1.938  0.324
H  0.821  -0.482  2.379  0.174
H  2.554  1.245  0.448  0.752
H  2.338  -0.585  0.411  0.552
C  -0.240  -2.787  -0.823  0.732
Cl  -1.873  -3.156  -0.081  -0.285
Cl  0.457  -4.252  -1.457  -0.260
H  -0.267  -2.032  -1.608  -0.269
H  0.355  -2.438  0.021  0.323
C  -0.075  0.421  0.042  -0.936
Cl  0.931  -0.893  -0.795  -1.061
Cl  -0.667  -0.217  1.594  0.159
H  0.488  1.311  0.320  1.533
H  -0.927  0.724  -0.567  -0.472
C  -3.093  -1.202  -1.331  -1.800
Cl  -2.222  -2.045  -2.596  -0.133
Cl  -2.066  0.012  -0.557  0.753
H  -3.838  -0.604  -1.856  0.696
H  -3.465  -1.887  -0.568  0.994
C  -0.108  1.338  -3.001  -0.605
Cl  -0.946  -0.117  -2.367  -0.062
Cl  0.721  2.053  -1.615  0.001
H  0.700  1.107  -3.696  0.350
H  -0.836  2.061  -3.367  0.476
C  -1.856  2.797  -0.047  -0.009
Br  0.087  2.945  0.263  -0.173
Br  -2.760  4.533  0.089  -0.019
Br  -2.765  1.477  1.128  0.254
H  -1.959  2.504  -1.092  0.105
C  2.689  -0.798  -2.062  0.497
Br  3.964  -0.420  -0.665  0.028
Br  1.709  -2.526  -1.951  0.100
Br  3.629  -0.698  -3.822  -0.163
H  1.915  -0.031  -2.030  -0.682
C  -3.096  -0.392  1.760  0.662
Br  -3.523  0.607  3.362  -0.083
Br  -4.657  -0.317  0.548  -0.100
Br  -2.624  -2.234  2.275  -0.063
H  -2.243  0.088  1.279  -1.131

Output
HOMO = -8.04 eV
F_max = 0.3723 Eh/bohr
2S+1 = 1


No. 5
Molecular formula: C17H27BBeBrCl4KN3NaO13S
Method: DFT, ωB97M-V/def2-TZVPD

Each line ends with the Mulliken charge.
Geometry (Å):
C  -0.151  -2.767  -0.231  -0.598
C  0.204  -2.048  -1.634  0.767
C  -0.277  -2.644  -2.998  -0.705
C  0.049  -1.894  -4.335  -0.532
C  0.843  -0.556  -4.385  -0.564
C  1.328  0.032  -3.045  -0.362
C  1.002  -0.713  -1.699  0.653
C  1.546  0.065  -0.382  -0.656
N  0.707  1.320  -0.325  0.585
C  -0.667  1.122  0.109  -0.265
N  -1.168  2.468  0.005  -0.452
N  -0.197  3.324  -0.438  0.350
C  1.065  2.651  -0.679  0.372
O  2.315  3.116  -1.149  -0.361
B  2.129  4.131  -2.193  0.489
O  1.615  5.416  -1.800  -0.426
O  2.491  3.808  -3.557  -0.539
H  0.751  -2.847  0.478  -0.027
H  -0.663  -3.798  -0.377  0.161
H  -0.943  -2.093  0.279  0.396
H  -0.892  -3.610  -3.001  0.249
H  -0.316  -2.320  -5.329  0.308
H  1.078  0.052  -5.329  0.310
H  1.911  1.019  -3.009  0.276
H  2.626  0.366  -0.652  0.423
H  1.469  -0.562  0.567  0.001
H  -1.175  0.157  0.425  0.361
H  -0.347  4.336  -0.615  0.258
H  1.161  5.787  -2.596  0.033
H  3.336  4.291  -3.758  0.301
C  -5.973  3.047  -0.207  -0.449
C  -5.558  1.695  -0.769  -0.512
O  -4.315  1.299  -0.183  -0.455
O  -4.961  4.011  -0.465  -0.369
H  -6.906  3.392  -0.658  0.326
H  -6.101  2.988  0.880  0.265
H  -5.396  1.763  -1.847  0.265
H  -6.312  0.928  -0.567  0.308
H  -4.486  1.089  0.747  0.295
H  -4.118  3.542  -0.360  0.327
C  -3.567  6.912  -0.722  0.838
O  -4.026  7.369  0.327  -0.579
O  -2.766  5.939  -0.796  -0.569
O  -3.826  7.350  -1.876  -0.529
Be  -1.999  -4.773  0.423  -0.094
C  -1.086  0.155  3.875  0.644
O  -1.605  0.316  2.730  -0.684
O  0.243  0.466  3.866  -0.562
O  -1.580  -0.224  4.948  -0.742
H  0.224  0.695  2.918  0.348
Na  0.433  6.188  -4.016  0.581
C  3.215  -4.649  2.814  -0.818
S  2.444  -3.193  3.561  0.279
O  1.701  -2.481  2.488  -0.412
C  3.984  -2.286  3.847  -1.179
H  2.429  -5.344  2.518  0.155
H  3.790  -4.357  1.933  0.345
H  3.867  -5.134  3.544  0.368
H  4.511  -2.139  2.903  0.330
H  4.611  -2.843  4.542  0.477
H  3.740  -1.315  4.280  0.352
O  1.578  4.037  -6.280  -0.639
H  2.101  3.865  -5.498  0.406
K  4.401  -4.418  5.723  0.983
C  1.947  -8.711  4.617  0.354
Cl  2.007  -7.315  5.721  -0.110
Cl  3.247  -9.848  5.032  -0.078
Cl  0.377  -9.520  4.777  -0.060
Cl  2.159  -8.154  2.943  -0.082
Br  0.743  2.045  -6.062  -0.132

Output
HOMO = -4.25 eV
F_max = 0.1531 Eh/bohr
2S+1 = 1


No. 6
Molecular formula: C36H32ClCoP2
Method: DFT, ωB97M-V/def2-TZVPD

Each line ends with the Mulliken charge.
Geometry (Å):
C  0.621  -1.399  -2.010  -0.227
C  -0.376  -1.854  -1.147  0.138
C  -1.698  -1.924  -1.582  -0.551
C  -2.031  -1.612  -2.892  -0.717
C  -1.030  -1.238  -3.799  -0.534
C  0.301  -1.201  -3.341  -1.255
P  0.033  -2.149  0.543  1.223
C  -1.228  -3.273  1.099  0.499
C  -2.185  -2.666  1.932  0.193
C  -3.275  -3.420  2.376  -0.682
C  -3.411  -4.761  1.967  -0.519
C  -2.431  -5.379  1.163  -0.737
C  -1.327  -4.630  0.721  -0.204
Co  0.508  0.027  1.038  -0.123
P  0.006  2.084  0.595  1.500
C  -1.307  1.983  -0.621  0.291
C  -1.151  2.265  -1.980  -0.481
C  -2.274  2.217  -2.805  -0.715
C  -3.524  1.855  -2.292  -0.570
C  -3.651  1.502  -0.943  -0.810
C  -2.533  1.530  -0.118  -0.236
C  -0.355  3.408  1.810  0.779
C  0.517  3.459  2.930  -0.455
C  0.479  4.565  3.774  -0.753
C  -0.596  5.467  3.658  -0.422
C  -1.538  5.338  2.628  -0.584
C  -1.412  4.322  1.672  -0.267
C  1.594  2.458  -0.222  -0.172
C  2.560  1.471  0.025  -0.494
C  3.818  1.583  -0.562  -0.815
C  4.095  2.645  -1.442  -0.607
C  3.144  3.653  -1.641  -0.642
C  1.894  3.593  -0.996  -0.163
C  1.603  -2.973  0.564  0.521
C  2.150  -3.744  -0.469  -0.073
C  3.407  -4.349  -0.280  -0.777
C  4.135  -4.139  0.902  -0.497
C  3.569  -3.375  1.940  -0.777
C  2.314  -2.803  1.763  -0.344
H  1.205  2.628  3.112  0.248
H  1.246  4.664  4.536  0.411
H  -0.678  6.270  4.384  0.406
H  -2.385  6.036  2.553  0.399
H  -2.095  4.267  0.810  0.349
H  -0.168  2.497  -2.382  0.622
H  -2.167  2.466  -3.859  0.469
H  -4.396  1.832  -2.935  0.445
H  -4.597  1.213  -0.508  0.491
H  -2.587  1.200  0.922  0.445
H  2.297  0.611  0.726  0.701
H  4.555  0.817  -0.341  0.494
H  5.058  2.680  -1.950  0.447
H  3.363  4.488  -2.313  0.434
H  1.181  4.419  -1.064  0.494
H  1.604  -3.890  -1.406  0.473
H  3.817  -4.978  -1.079  0.424
H  5.130  -4.572  1.029  0.438
H  4.112  -3.202  2.872  0.458
H  1.875  -2.186  2.558  0.355
H  -2.055  -1.618  2.237  0.017
H  -4.009  -2.944  3.035  0.422
H  -4.289  -5.325  2.276  0.414
H  -2.524  -6.443  0.887  0.409
H  -0.559  -5.094  0.097  0.428
H  -2.468  -2.214  -0.873  0.435
H  -3.079  -1.655  -3.188  0.492
H  -1.287  -0.989  -4.825  0.504
H  1.176  -0.967  -3.947  0.589
H  1.638  -1.189  -1.691  0.560
H  0.555  1.520  -3.645  0.397
H  1.129  1.244  -3.221  -0.270
Cl  -0.010  -0.119  3.237  -0.336

Output
Expectation value of S² = 6.026
HOMO (alpha / beta) = -14.25 / -14.35 eV
Energy above the lowest of the compared OMol25 structures with the same formula, charge and spin = 0.00 kcal/mol
Total charge = +2
F_max = 0.0617 Eh/bohr
2S+1 = 5


No. 7
Molecular formula: C9H12Cl2GdN3O3PTl
Method: DFT, ωB97M-V/def2-TZVPD

Each line ends with the Mulliken charge.
Geometry (Å):
Gd  -3.119  1.037  -2.831  1.472
Tl  -2.321  -1.991  1.078  0.846
Cl  -2.118  2.537  -1.126  -0.419
Cl  -2.486  -1.461  -2.144  -0.326
C  -0.647  -3.442  -0.817  0.053
C  -4.632  0.630  -1.005  0.119
C  -5.315  0.070  -3.380  0.197
O  -0.406  -4.089  -1.727  -0.053
O  -5.356  0.303  -0.162  -0.002
O  -6.272  -0.564  -3.530  0.011
C  2.316  0.616  2.149  -0.866
N  2.282  -0.710  1.482  0.382
C  2.795  -0.560  0.099  -0.820
N  2.038  0.442  -0.689  0.395
C  2.080  1.744  0.026  -0.854
N  1.563  1.647  1.404  0.424
C  0.126  1.398  1.448  -0.643
P  -0.295  -0.226  0.615  0.466
C  0.936  -1.302  1.511  -0.981
C  0.667  0.010  -0.975  -0.470
H  3.367  0.940  2.206  0.373
H  1.886  0.521  3.154  0.411
H  2.750  -1.531  -0.414  0.404
H  3.839  -0.214  0.159  0.358
H  1.486  2.482  -0.533  0.414
H  3.136  2.051  0.082  0.364
H  -0.223  1.340  2.489  0.470
H  -0.431  2.191  0.929  0.317
H  0.949  -2.304  1.055  0.572
H  0.615  -1.406  2.559  0.572
H  0.143  0.775  -1.573  0.386
H  0.651  -0.934  -1.541  0.428

Output
Expectation value of S² = 16.096
HOMO (alpha / beta) = -22.75 / -22.37 eV
Total charge = +4
F_max = 0.1391 Eh/bohr
2S+1 = 8


No. 8
Molecular formula: C4H11NO2
Method: DFT, ωB97M-V/def2-TZVPD

Each line ends with the Mulliken charge.
Geometry (Å):
C  -1.711  -1.299  0.090  -1.412
C  -0.999  -0.009  0.470  0.015
O  -1.571  1.113  -0.239  -0.592
C  0.506  -0.044  0.246  0.171
N  0.754  -0.501  -1.138  -0.577
C  1.123  1.339  0.372  -0.493
O  2.548  1.299  0.570  -0.516
H  -2.660  -1.484  0.557  0.335
H  -1.027  -2.113  0.203  0.328
H  -1.927  -1.262  -0.982  0.345
H  -1.275  0.276  1.491  0.377
H  -1.380  0.991  -1.185  0.371
H  0.937  -0.750  0.973  0.211
H  0.589  -1.473  -1.321  0.183
H  1.659  -0.195  -1.457  0.250
H  0.956  1.844  -0.575  0.362
H  0.678  1.886  1.204  0.323
H  2.799  0.382  0.722  0.320

Output
HOMO = -9.62 eV
Energy above the lowest of the compared OMol25 structures with the same formula, charge and spin = 29.37 kcal/mol
Structure (SMILES) = C[C@H](O)[C@@H](N)CO
F_max = 0.0342 Eh/bohr
2S+1 = 1